1.
Formula: C41H42FO4PS
Source: the OMol25 dataset
Level of theory: ωB97M-V/def2-TZVPD

The geometry in XYZ format:
```
90
Properties=species:S:1:pos:R:3
O 3.08 -3.50 -2.54
C 2.40 -2.60 -2.91
F 2.52 -1.37 -2.38
C 1.33 -2.69 -3.97
C -0.09 -2.40 -3.48
P -0.59 -0.59 -3.47
S 0.73 0.78 -3.76
C -0.44 -3.17 -2.20
O -0.83 -4.44 -2.72
C -1.36 -4.25 -3.94
O -2.03 -5.01 -4.54
O -1.01 -3.01 -4.41
H 1.57 -2.05 -4.82
H 1.35 -3.73 -4.29
H -1.64 -0.65 -4.39
H -1.29 -0.55 -2.25
H 0.38 -3.31 -1.50
H -1.30 -2.73 -1.69
C 3.13 -6.73 -3.16
C 2.92 -8.06 -2.81
C 3.69 -9.06 -3.38
C 4.67 -8.73 -4.31
C 4.88 -7.41 -4.66
C 4.11 -6.41 -4.09
H 2.54 -5.94 -2.71
H 2.16 -8.31 -2.09
H 3.53 -10.09 -3.11
H 5.28 -9.52 -4.75
H 5.65 -7.16 -5.38
H 4.28 -5.37 -4.36
C 0.70 1.47 0.03
C 1.55 0.62 0.72
C 1.88 0.89 2.05
C 1.35 2.02 2.67
C 0.50 2.86 1.97
C 0.17 2.59 0.65
H 0.45 1.25 -1.00
H 1.97 -0.25 0.23
H 2.55 0.24 2.59
H 1.60 2.23 3.70
H 0.09 3.73 2.47
H -0.49 3.25 0.11
C 4.60 2.07 4.76
C 5.45 1.23 5.46
C 5.77 1.52 6.79
C 5.23 2.64 7.41
C 4.37 3.47 6.70
C 4.06 3.19 5.38
H 4.35 1.86 3.73
H 5.88 0.36 4.98
H 6.44 0.87 7.34
H 5.47 2.86 8.44
H 3.95 4.35 7.18
H 3.40 3.85 4.83
C -5.94 -5.31 -6.46
C -7.02 -5.03 -7.28
C -7.19 -3.75 -7.79
C -6.27 -2.76 -7.49
C -5.19 -3.04 -6.67
C -5.02 -4.32 -6.16
H -5.81 -6.31 -6.06
H -7.74 -5.81 -7.52
H -8.04 -3.53 -8.43
H -6.40 -1.76 -7.89
H -4.47 -2.27 -6.44
H -4.17 -4.54 -5.52
C -2.84 2.41 5.13
C -3.57 3.46 5.67
C -4.00 4.50 4.86
C -3.72 4.49 3.50
C -3.00 3.44 2.96
C -2.56 2.40 3.77
H -2.50 1.60 5.76
H -3.79 3.47 6.73
H -4.56 5.32 5.29
H -4.05 5.30 2.88
H -2.77 3.42 1.90
H -1.99 1.58 3.34
C -0.16 7.97 2.62
C -0.22 9.16 3.31
C -0.75 9.19 4.60
C -1.22 8.02 5.18
C -1.16 6.82 4.49
C -0.63 6.80 3.20
H 0.25 7.94 1.61
H 0.15 10.07 2.86
H -0.80 10.13 5.14
H -1.63 8.05 6.18
H -1.53 5.91 4.94
H -0.60 5.87 2.65
```

The SMILES is O=C(F)C[C@]1([PH2]=S)COC(=O)O1.c1ccccc1.c1ccccc1.c1ccccc1.c1ccccc1.c1ccccc1.c1ccccc1. Its highest occupied orbital energy is -9.27 eV. For the LUMO energy, the calculation gives 0.191 eV. Its electronic energy is -74229.7526 eV. Its energy above the lowest of the compared OMol25 structures with the same formula, charge and spin is 0.0 kJ/mol.

Atom charges from the Mulliken analysis, given in e for atoms 1 to 6: -0.43 0.42 -0.22 -0.70 0.77 0.26



2.
Formula: C4H8OS
Source: the OMol25 dataset
Level of theory: ωB97M-V/def2-TZVPD

The geometry in XYZ format:
```
14
Properties=species:S:1:pos:R:3
C 0.80 -1.29 1.17
C 0.12 -0.34 0.20
C -0.69 -0.82 -1.01
C -1.25 0.28 0.65
H 0.62 -2.36 0.95
H 1.87 -1.07 1.24
H 0.42 -1.09 2.18
H 0.37 1.76 -0.87
H -0.97 -1.91 -0.84
H -0.26 -0.62 -2.03
H -1.40 1.31 1.02
H -1.67 -0.40 1.40
O -1.77 0.08 -0.70
S 1.33 1.05 -0.22
```

The SMILES is CC1(S)COC1. Its highest occupied orbital energy is -9.16 eV. For the LUMO energy, the calculation gives 0.853 eV. Its electronic energy is -17158.8802 eV. Its energy above the lowest of the compared OMol25 structures with the same formula, charge and spin is 151.5 kJ/mol.

Atom charges from the Mulliken analysis, given in e for atoms 1 to 6: -1.39 0.98 -0.55 -0.68 0.30 0.39



3.
Formula: C9H8N2O3
Source: the OMol25 dataset
Level of theory: ωB97M-V/def2-TZVPD

The geometry in XYZ format:
```
22
Properties=species:S:1:pos:R:3
C 3.03 -0.80 -0.58
C 2.53 -1.63 0.53
C 2.23 0.30 -0.96
C 1.36 -1.19 1.22
C 1.12 0.69 -0.23
C 0.57 -0.11 0.77
C -2.46 1.36 0.51
C -2.11 -1.03 -0.10
C -3.12 0.07 -0.18
N -1.34 1.30 1.10
N -0.62 0.25 1.39
O -1.89 -2.10 -0.54
O -3.66 0.46 -1.34
O -4.16 -0.53 0.72
H 4.03 -1.06 -1.02
H 3.12 -2.55 0.85
H 2.40 1.05 -1.63
H 0.90 -1.82 1.96
H 0.57 1.59 -0.53
H -3.06 2.33 0.41
H -3.27 0.09 -2.09
H -4.85 -0.84 0.10
```

Its highest occupied orbital energy (alpha / beta) is -6.84 / -9.17 eV. As for the spin multiplicity: 3. For the LUMO energy (alpha / beta), the calculation gives 0.356 / -1.234 eV. Its electronic energy is -18579.0770 eV. Its energy above the lowest of the compared OMol25 structures with the same formula, charge and spin is 0.0 kJ/mol. Its expectation value of S² is 2.040.

Atom charges from the Mulliken analysis, given in e for atoms 1 to 6: -0.46 -0.29 -0.53 -0.36 -0.12 0.45